Record 1
{
  "formula": "C4H11NO",
  "method": "ωB97M-V with the def2-TZVPD basis set",
  "smiles": "NCCCCO",
  "e_homo_ha": -0.338,
  "homo_lumo_gap_ev": 10.04,
  "mol_weight_g_mol": 89.1,
  "energy_ha": -288.95342,
  "spin_multiplicity": 1,
  "charge": 0,
  "max_force_ev_per_a": 3.03,
  "elements": ["N", "C", "C", "C", "C", "O", "H", "H", "H", "H", "H", "H", "H", "H", "H", "H", "H"],
  "xyz": [[-0.037, -2.180, -0.303], [0.778, -0.981, -0.560], [0.013, 0.113, -1.289], [-0.907, 0.834, -0.288], [-0.390, 1.116, 1.140], [1.002, 1.658, 0.935], [0.488, -2.810, 0.347], [-0.829, -1.953, 0.326], [1.619, -1.388, -1.183], [1.231, -0.622, 0.428], [0.702, 0.918, -1.635], [-0.537, -0.331, -2.195], [-1.197, 1.687, -0.858], [-1.704, 0.139, -0.113], [-1.088, 1.771, 1.689], [-0.322, 0.218, 1.723], [1.179, 1.809, 1.838]],
  "mulliken_charge": [-0.70, -0.41, -0.58, -0.74, -0.51, -0.51, 0.24, 0.25, 0.33, 0.30, 0.31, 0.32, 0.34, 0.34, 0.39, 0.33, 0.28]
}


Record 2
{
  "formula": "C4H11NO",
  "method": "ωB97M-V with the def2-TZVPD basis set",
  "smiles": "C=CCNC.O",
  "e_homo_ha": -0.331,
  "homo_lumo_gap_ev": 9.83,
  "mol_weight_g_mol": 89.1,
  "energy_ha": -288.94519,
  "spin_multiplicity": 1,
  "charge": 0,
  "max_force_ev_per_a": 1.69,
  "elements": ["C", "C", "C", "N", "C", "H", "H", "H", "H", "H", "H", "H", "H", "H", "O", "H", "H"],
  "xyz": [[0.323, -0.902, 2.272], [-0.439, -0.188, 1.461], [-0.022, 1.175, 0.936], [-0.794, 1.621, -0.255], [-0.174, 1.117, -1.498], [-0.004, -1.860, 2.658], [1.281, -0.562, 2.634], [-1.374, -0.573, 1.069], [1.015, 1.121, 0.596], [-0.040, 1.964, 1.687], [-1.707, 1.208, -0.157], [-0.920, 1.278, -2.281], [-0.060, 0.026, -1.501], [0.752, 1.658, -1.638], [0.430, -2.546, -2.231], [0.557, -2.574, -1.286], [1.175, -1.964, -2.467]],
  "mulliken_charge": [-0.87, 0.07, -0.50, -0.44, -0.77, 0.27, 0.27, 0.26, 0.26, 0.34, 0.25, 0.33, 0.24, 0.31, -0.66, 0.31, 0.32]
}


Record 3
{
  "formula": "C4H11NO",
  "method": "ωB97M-V with the def2-TZVPD basis set",
  "smiles": "CC/C=C/N.O",
  "e_homo_ha": -0.304,
  "homo_lumo_gap_ev": 9.25,
  "mol_weight_g_mol": 89.1,
  "energy_ha": -288.96927,
  "spin_multiplicity": 1,
  "charge": 0,
  "max_force_ev_per_a": 0.84,
  "elements": ["C", "C", "C", "C", "N", "H", "H", "H", "H", "H", "H", "H", "H", "H", "O", "H", "H"],
  "xyz": [[1.594, -1.879, 1.192], [1.588, -0.817, 0.082], [0.334, 0.012, 0.103], [0.323, 1.302, 0.440], [-0.800, 2.130, 0.503], [1.946, -2.866, 0.861], [0.570, -2.101, 1.501], [2.176, -1.573, 2.061], [2.436, -0.150, 0.188], [1.663, -1.307, -0.889], [-0.631, -0.423, -0.151], [1.272, 1.733, 0.700], [-0.883, 2.727, 1.305], [-1.688, 1.700, 0.292], [-2.614, -0.471, -2.015], [-2.016, -0.828, -2.673], [-2.127, 0.108, -1.413]],
  "mulliken_charge": [-1.04, -0.48, -0.38, 0.04, -0.51, 0.30, 0.32, 0.27, 0.30, 0.29, 0.19, 0.30, 0.23, 0.17, -0.65, 0.32, 0.32]
}


Record 4
{
  "formula": "C4H11NO",
  "method": "ωB97M-V with the def2-TZVPD basis set",
  "smiles": "CC(N)=O.CC",
  "e_homo_ha": -0.364,
  "homo_lumo_gap_ev": 10.72,
  "mol_weight_g_mol": 89.1,
  "energy_ha": -288.96446,
  "spin_multiplicity": 1,
  "charge": 0,
  "max_force_ev_per_a": 6.37,
  "elements": ["C", "C", "N", "O", "H", "H", "H", "H", "H", "C", "C", "H", "H", "H", "H", "H", "H"],
  "xyz": [[-0.192, 0.799, 1.460], [-0.906, -0.566, 1.224], [-1.042, -1.346, 2.296], [-1.172, -0.946, 0.063], [-0.292, 1.368, 0.504], [0.827, 0.689, 1.622], [-0.508, 1.585, 2.281], [-1.579, -2.267, 2.102], [-1.359, -0.900, 3.175], [0.799, 0.476, -2.588], [2.112, 1.210, -2.120], [-0.023, 0.530, -1.790], [0.464, 1.006, -3.511], [0.796, -0.496, -2.769], [2.117, 1.848, -1.214], [2.457, 1.780, -2.908], [2.896, 0.333, -1.925]],
  "mulliken_charge": [-0.86, 0.52, -0.44, -0.59, 0.21, 0.30, 0.32, 0.30, 0.26, -0.70, -0.79, 0.09, 0.24, 0.36, 0.27, 0.33, 0.19]
}


Record 5
{
  "formula": "C4H11NO",
  "method": "ωB97M-V with the def2-TZVPD basis set",
  "smiles": "C=CC.NCO",
  "e_homo_ha": -0.343,
  "homo_lumo_gap_ev": 10.35,
  "mol_weight_g_mol": 89.1,
  "energy_ha": -288.91965,
  "spin_multiplicity": 1,
  "charge": 0,
  "max_force_ev_per_a": 4.28,
  "elements": ["C", "C", "C", "H", "H", "H", "H", "H", "H", "N", "C", "O", "H", "H", "H", "H", "H"],
  "xyz": [[0.464, -1.829, 1.076], [1.725, -1.410, 0.793], [2.194, -1.229, -0.630], [0.093, -2.026, 2.144], [-0.298, -1.958, 0.413], [2.393, -1.435, 1.597], [2.375, -2.262, -1.128], [1.376, -0.654, -1.141], [2.947, -0.515, -0.720], [-1.218, 1.732, 0.523], [-1.918, 1.983, -0.734], [-1.811, 0.673, -1.428], [-1.543, 2.307, 1.278], [-0.260, 1.565, 0.573], [-2.927, 2.339, -0.346], [-1.373, 2.664, -1.444], [-2.218, 0.053, -0.824]],
  "mulliken_charge": [-0.69, -0.09, -0.85, 0.20, 0.29, 0.37, 0.24, 0.18, 0.35, -0.42, -0.16, -0.54, 0.18, 0.15, 0.27, 0.21, 0.30]
}


Record 6
{
  "formula": "C4H11NO",
  "method": "ωB97M-V with the def2-TZVPD basis set",
  "smiles": "C=CO.CCN",
  "e_homo_ha": -0.288,
  "homo_lumo_gap_ev": 8.30,
  "mol_weight_g_mol": 89.1,
  "energy_ha": -288.83409,
  "spin_multiplicity": 1,
  "charge": 0,
  "max_force_ev_per_a": 5.05,
  "elements": ["C", "C", "O", "H", "H", "H", "H", "C", "C", "N", "H", "H", "H", "H", "H", "H", "H"],
  "xyz": [[-2.464, 2.475, 2.541], [-3.000, 1.316, 2.112], [-4.188, 1.259, 1.394], [-2.315, 3.427, 2.035], [-2.568, 2.590, 3.774], [-2.484, 0.376, 2.129], [-4.516, 0.337, 1.196], [1.817, -1.351, -2.529], [2.270, -0.568, -1.284], [2.521, -1.423, -0.098], [2.402, -2.247, -2.689], [1.847, -0.696, -3.426], [0.775, -1.587, -2.206], [1.440, 0.132, -1.250], [3.105, 0.052, -1.590], [3.390, -1.921, 0.003], [1.968, -2.171, -0.110]],
  "mulliken_charge": [-0.71, 0.07, -0.46, 0.26, 0.16, 0.31, 0.36, -1.01, -0.28, -0.56, 0.33, 0.30, 0.25, 0.24, 0.29, 0.23, 0.22]
}


Record 7
{
  "formula": "C4H11NO",
  "method": "ωB97M-V with the def2-TZVPD basis set",
  "smiles": "C[C@H](N)CCO",
  "e_homo_ha": -0.334,
  "homo_lumo_gap_ev": 10.09,
  "mol_weight_g_mol": 89.1,
  "energy_ha": -288.93478,
  "spin_multiplicity": 1,
  "charge": 0,
  "max_force_ev_per_a": 6.73,
  "elements": ["C", "C", "N", "C", "C", "O", "H", "H", "H", "H", "H", "H", "H", "H", "H", "H", "H"],
  "xyz": [[0.126, 1.190, 1.557], [0.589, 0.119, 0.516], [2.019, 0.308, 0.029], [-0.486, 0.247, -0.616], [-0.866, -1.101, -1.283], [-1.495, -1.987, -0.239], [-0.831, 0.950, 2.000], [0.101, 2.188, 1.314], [0.952, 1.068, 2.386], [0.589, -0.846, 1.007], [2.286, 0.430, -0.952], [2.487, 1.153, 0.431], [-1.461, 0.538, -0.249], [-0.334, 0.912, -1.309], [-1.602, -0.901, -2.168], [-0.037, -1.655, -1.635], [-2.036, -2.611, -0.788]],
  "mulliken_charge": [-1.55, 0.43, -0.59, -1.14, -0.50, -0.53, 0.43, 0.43, 0.35, 0.28, 0.23, 0.22, 0.29, 0.72, 0.34, 0.31, 0.30]
}


Record 8
{
  "formula": "C4H11NO",
  "method": "ωB97M-V with the def2-TZVPD basis set",
  "smiles": "CC=O.CCN",
  "e_homo_ha": -0.320,
  "homo_lumo_gap_ev": 9.69,
  "mol_weight_g_mol": 89.1,
  "energy_ha": -288.95182,
  "spin_multiplicity": 1,
  "charge": 0,
  "max_force_ev_per_a": 1.58,
  "elements": ["C", "C", "O", "H", "H", "H", "H", "C", "C", "N", "H", "H", "H", "H", "H", "H", "H"],
  "xyz": [[2.024, -0.714, -1.090], [2.373, 0.242, 0.025], [2.529, -0.125, 1.158], [1.277, -0.270, -1.749], [2.946, -0.721, -1.690], [1.785, -1.747, -0.870], [2.555, 1.302, -0.206], [-1.720, -1.034, 0.430], [-1.088, 0.377, 0.449], [-1.896, 1.571, 0.469], [-1.872, -1.413, 1.438], [-1.146, -1.724, -0.180], [-2.691, -0.883, -0.047], [-0.414, 0.347, -0.407], [-0.468, 0.584, 1.325], [-2.148, 2.100, -0.347], [-2.047, 2.107, 1.292]],
  "mulliken_charge": [-0.95, 0.15, -0.46, 0.32, 0.34, 0.26, 0.35, -1.03, 0.30, -0.52, 0.24, 0.29, 0.32, -0.18, 0.25, 0.15, 0.16]
}


Repeat the third record exactly.
{
  "formula": "C4H11NO",
  "method": "ωB97M-V with the def2-TZVPD basis set",
  "smiles": "CC/C=C/N.O",
  "e_homo_ha": -0.304,
  "homo_lumo_gap_ev": 9.25,
  "mol_weight_g_mol": 89.1,
  "energy_ha": -288.96927,
  "spin_multiplicity": 1,
  "charge": 0,
  "max_force_ev_per_a": 0.84,
  "elements": ["C", "C", "C", "C", "N", "H", "H", "H", "H", "H", "H", "H", "H", "H", "O", "H", "H"],
  "xyz": [[1.594, -1.879, 1.192], [1.588, -0.817, 0.082], [0.334, 0.012, 0.103], [0.323, 1.302, 0.440], [-0.800, 2.130, 0.503], [1.946, -2.866, 0.861], [0.570, -2.101, 1.501], [2.176, -1.573, 2.061], [2.436, -0.150, 0.188], [1.663, -1.307, -0.889], [-0.631, -0.423, -0.151], [1.272, 1.733, 0.700], [-0.883, 2.727, 1.305], [-1.688, 1.700, 0.292], [-2.614, -0.471, -2.015], [-2.016, -0.828, -2.673], [-2.127, 0.108, -1.413]],
  "mulliken_charge": [-1.04, -0.48, -0.38, 0.04, -0.51, 0.30, 0.32, 0.27, 0.30, 0.29, 0.19, 0.30, 0.23, 0.17, -0.65, 0.32, 0.32]
}


- Look up the charge of the sixth one.
  0


- Look up the charge of the sixth one.
  0


- Which value of charge does entry 6 give?
  0